#1
DFT (wB97M-V/def2-TZVPD) results for 2 unconnected molecules or ions with the total composition C10H13NO.

Output
Spin multiplicity: 1
SMILES: Cc1c[nH]c2ccccc12.CO
HOMO-LUMO gap (Eh): 0.3099

Geometry (Å):
C1 0.40846 1.17461 4.05552
C2 -0.97919 -0.70925 2.75709
C3 -0.75173 -0.00723 0.55617
C4 -0.17506 0.44234 2.89226
C5 0.00593 0.83146 1.40727
C6 -0.88529 0.06236 -0.73189
C7 -0.20264 1.13611 -1.43740
C8 0.72467 1.87774 0.77153
C9 0.44287 2.06649 -0.58020
N1 -1.29251 -0.89097 1.40983
H1 -1.82835 -1.66569 1.01521
H2 -1.22880 -1.52786 3.45394
H3 -1.35834 -0.77175 -1.19072
H4 0.78765 2.13378 3.76036
H5 1.40296 0.81022 4.43265
H6 -0.28941 1.00563 -2.58204
H7 1.57693 2.30269 1.33021
H8 0.97558 2.87806 -1.09359
H9 -0.21000 1.39457 4.91868
C10 0.65371 -1.73541 -4.17498
O1 0.19136 -2.98595 -4.70311
H10 -0.30716 -3.52921 -4.02138
H11 1.32895 -1.50120 -5.05821
H12 1.18914 -1.73658 -3.31607
H13 -0.17974 -1.05497 -3.87114


#2
DFT (wB97M-V/def2-TZVPD) results for a single C10H13NO molecule.

Output
Spin multiplicity: 1
SMILES: COc1ccc2c(c1)CC[C@H]2N
HOMO-LUMO gap (Eh): 0.3362

Geometry (Å):
C1 2.22002 3.35563 -1.28225
C2 1.02866 1.33423 -0.87530
C3 0.61828 1.72502 0.39620
C4 -0.24041 0.89099 1.12792
C5 -0.67504 -0.29669 0.61893
C6 -1.50002 -1.38672 1.29840
C7 -1.85374 -2.28159 0.09793
C8 -0.70838 -2.10791 -0.93965
C9 -0.19872 -0.72558 -0.63575
C10 0.62881 0.08184 -1.39331
H1 1.34976 4.00711 -1.19350
H2 2.82372 3.74191 -2.09848
H3 2.79253 3.35871 -0.33502
H4 0.94922 2.66669 0.81392
H5 -0.60462 1.22005 2.11545
H6 -2.42102 -0.99479 1.75148
H7 0.12443 -2.43272 1.93915
H8 -0.55382 -1.52790 3.07541
H9 -2.02097 -3.32108 0.42534
H10 -2.77091 -1.89219 -0.38029
H11 -1.07232 -2.24244 -1.96668
H12 0.08623 -2.84662 -0.79520
H13 0.95615 -0.22593 -2.39593
N1 -0.79687 -2.15383 2.30840
O1 1.83903 2.05382 -1.67719


#2 has the most favorable energy; the next structure is 0.0868 hartree above.


#1
DFT (wB97M-V/def2-TZVPD) results for a single C5H7ClN2 molecule.

Output
Spin multiplicity: 1
SMILES: [H]/N=C/N1C[C@H]1/C=C\Cl
HOMO-LUMO gap (Eh): 0.3745

Geometry (Å):
C1 -2.63386 0.46454 -0.56529
C2 -1.35227 0.34852 -0.87704
C3 -0.21557 0.25996 0.07572
C4 0.97893 1.15173 -0.07816
C5 1.79411 -1.13168 0.30380
H1 -3.45532 0.53168 -1.29440
H2 -1.06739 0.32209 -1.96183
H3 -0.44937 -0.04012 1.07977
H4 1.48318 1.47834 0.85978
H5 1.04581 1.86964 -0.86562
H6 2.85647 -1.03000 0.11251
H7 1.96743 -2.55304 1.48841
N1 1.02853 -0.23361 -0.44394
N2 1.24534 -1.96970 1.10415
Cl1 -3.22603 0.53165 1.06214


#2
DFT (wB97M-V/def2-TZVPD) results for a single C5H7ClN2 molecule.

Output
Spin multiplicity: 1
SMILES: C=C(Cl)[C@@H]1CN=CN1
HOMO-LUMO gap (Eh): 0.3552

Geometry (Å):
C1 1.35945 0.30003 -0.00541
C2 1.36598 1.45696 -0.62436
C3 0.19975 -0.41473 0.66752
C4 -0.49107 -1.46496 -0.32527
C5 -1.83925 0.25092 -0.07564
H1 2.36493 1.77654 -1.04484
H2 0.44561 2.08012 -0.78761
H3 0.51393 -1.04902 1.54463
H4 -0.74869 -2.31526 0.31507
H5 0.17880 -1.80765 -1.10834
H6 -2.64860 0.92651 -0.21291
H7 -0.91918 1.23088 1.51606
N1 -1.68583 -0.78453 -0.78944
N2 -0.90022 0.43880 0.89100
Cl1 2.80441 -0.62461 0.03956


#2 has the most favorable energy; the next structure is 0.0331 hartree above.


#1
DFT (wB97M-V/def2-TZVPD) results for a single C4H6N4O molecule.

Output
Spin multiplicity: 1
SMILES: [H]/N=N/C(=O)N/C=C\N=C
HOMO-LUMO gap (Eh): 0.3022

Geometry (Å):
C1 1.75198 -1.08282 -0.05516
C2 0.46285 -1.48221 -0.07487
C3 -1.74673 -0.66870 0.37614
C4 1.65680 1.25061 0.02191
N1 -1.88906 1.44786 -0.29518
N2 -2.52733 0.69620 0.38711
N3 2.12678 0.17757 -0.41842
N4 -0.55101 -0.58735 -0.32113
O1 -2.27161 -1.62592 0.86712
H1 2.54417 -1.95306 -0.01206
H2 0.25874 -2.44142 0.23787
H3 0.76667 1.38033 0.67877
H4 2.01623 2.16097 -0.48030
H5 -2.23508 2.39048 -0.41680
H6 -0.36339 0.33745 -0.49503


#2
DFT (wB97M-V/def2-TZVPD) results for a single C4H6N4O molecule.

Output
Spin multiplicity: 1
SMILES: [H]/N=c1/nnn(C2CC2)o1
HOMO-LUMO gap (Eh): 0.3043

Geometry (Å):
C1 0.05862 2.43172 0.07033
C2 -0.16312 -0.94368 0.61380
C3 0.67444 -2.09182 -0.03149
C4 -0.74020 -1.81840 -0.52879
H1 -1.43736 3.58218 -0.47121
H2 -0.05211 -1.19759 1.76941
H3 1.40383 -1.55961 -0.64808
H4 0.78822 -2.87657 0.65566
H5 -0.51388 -1.10219 -1.46593
H6 -1.65649 -2.74490 -0.44104
N1 -0.41030 3.57340 -0.04982
N2 1.42220 2.29199 0.14272
N3 1.41450 0.93312 0.12124
N4 0.05897 0.29806 0.11750
O1 -0.84731 1.22428 0.14568


#1 has the most favorable energy; the next structure is 0.1813 hartree above.


#1
DFT (wB97M-V/def2-TZVPD) results for 2 unconnected molecules or ions with the total composition C4H4ClIO.

Output
Spin multiplicity: 1
HOMO-LUMO gap (spin up / spin down) (Eh): 0.2558 / 0.2947

Geometry (Å):
C1 0.15329 -0.36293 -1.45896
C2 0.10390 0.30302 -0.39894
C3 -0.16427 -1.69227 1.45175
C4 0.10502 1.54092 0.39626
O1 -0.26076 -1.47237 2.63686
Cl1 -0.33088 -3.19752 0.59041
I1 0.02342 0.61122 -3.41262
H1 0.08511 -1.36296 -1.69430
H2 0.60066 1.51875 1.35209
H3 0.51804 2.31047 -0.11547
H4 -0.83351 1.80367 0.65292


#2
DFT (wB97M-V/def2-TZVPD) results for a single C4H4ClIO molecule.

Output
Spin multiplicity: 1
SMILES: C/C(=C\I)C(=O)Cl
HOMO-LUMO gap (Eh): 0.3522

Geometry (Å):
C1 -1.15525 -1.51249 -0.10976
C2 -0.00676 -0.92212 -0.27712
C3 1.39875 -1.68021 -0.23992
C4 0.19940 0.56850 -0.14332
O1 2.45353 -1.16054 -0.30857
Cl1 1.12753 -3.39235 -0.19350
I1 -3.01677 -0.51744 0.11400
H1 -1.29059 -2.62648 -0.22854
H2 1.32158 0.60434 0.03757
H3 -0.03669 0.95525 -1.06838
H4 -0.36798 0.90668 0.69817


#2 has the most favorable energy; the next structure is 0.1289 hartree above.


#1
DFT (wB97M-V/def2-TZVPD) results for a single C2H6S2 molecule.

Output
Spin multiplicity: 1
SMILES: CCSS
HOMO-LUMO gap (Eh): 0.3018

Geometry (Å):
C1 -0.81784 -2.53990 0.60138
C2 0.31914 -1.55178 0.29350
S1 -0.27967 -0.09761 -0.67064
S2 0.59274 1.97921 0.08953
H1 -0.42434 -3.25387 1.31822
H2 -1.16322 -3.06371 -0.30048
H3 -1.71415 -2.00306 0.97495
H4 1.11918 -2.09987 -0.20202
H5 0.49846 -0.96069 1.18513
H6 -0.67829 2.06389 0.40237


#2
DFT (wB97M-V/def2-TZVPD) results for a single C2H6S2 molecule.

Output
Spin multiplicity: 1
SMILES: CCSS
HOMO-LUMO gap (Eh): 0.3199

Geometry (Å):
C1 0.73163 -0.11824 -0.70246
C2 -0.08032 0.19039 0.67047
S1 -2.23093 1.43586 -0.90840
S2 -1.87219 0.00153 0.53423
H1 0.00371 -0.46573 -1.49399
H2 0.91420 0.91305 -1.10000
H3 1.60850 -0.69358 -0.46833
H4 0.03660 1.26118 0.86699
H5 0.23492 -0.35450 1.55961
H6 -3.51103 1.54346 -0.57969


#2 has the most favorable energy; the next structure is 0.0181 hartree above.


#1
DFT (wB97M-V/def2-TZVPD) results for 2 unconnected molecules or ions with the total composition C4H10O.

Output
Spin multiplicity: 1
SMILES: C/C=C/C.O
HOMO-LUMO gap (Eh): 0.3718

Geometry (Å):
C1 -0.64140 -0.41637 0.82330
C2 -0.63690 0.45550 -0.18400
C3 -1.32222 0.18272 -1.49609
C4 -0.15926 -0.21263 2.21461
H1 -0.93078 -1.45839 0.55515
H2 -0.17706 1.42556 -0.05683
H3 -2.33072 0.67810 -1.40491
H4 -0.75490 0.28512 -2.40556
H5 -1.73363 -0.82648 -1.60887
H6 0.58358 0.59202 2.12423
H7 0.35001 -1.10625 2.63602
H8 -0.86452 -0.00527 3.01081
H9 2.87828 -0.58515 -1.24840
H10 1.38651 -0.21129 -1.33861
O1 2.24900 0.11199 -1.04438


#2
DFT (wB97M-V/def2-TZVPD) results for 2 unconnected molecules or ions with the total composition C4H10O.

Output
Spin multiplicity: 1
SMILES: C=CCC.O
HOMO-LUMO gap (Eh): 0.3812

Geometry (Å):
C1 1.58245 0.56943 -0.59091
C2 0.41795 1.56668 -0.30835
C3 -0.47055 1.76314 -1.48104
C4 -1.71910 2.26158 -1.41297
H1 2.35001 1.01560 -1.23693
H2 1.95459 0.23052 0.36773
H3 1.08110 -0.31790 -0.99374
H4 0.74160 2.45038 0.25880
H5 -0.18117 1.06343 0.46990
H6 0.03561 1.61464 -2.42931
H7 -2.17915 2.28637 -2.38785
H8 -2.19119 2.46588 -0.44941
H9 -0.51980 -4.65618 2.12855
H10 -0.30255 -4.45446 3.70292
O1 0.03887 -4.83704 2.88905


#3
DFT (wB97M-V/def2-TZVPD) results for 2 unconnected molecules or ions with the total composition C4H10O.

Output
Spin multiplicity: 1
HOMO-LUMO gap (spin up / spin down) (Eh): 0.2996 / 0.2914

Geometry (Å):
C1 -0.19168 0.80075 -1.80993
O1 -0.80117 0.41328 -0.70407
C2 -0.24378 -0.00679 0.38643
C3 1.21632 0.19326 0.55840
C4 -1.17652 -0.34168 1.50352
H1 0.29231 -1.45302 -1.73765
H2 0.83795 1.12793 -1.75831
H3 -0.87471 1.13382 -2.57666
H4 0.20530 -1.83254 -1.08549
H5 1.46913 1.26860 0.56775
H6 1.78087 -0.24870 -0.27476
H7 1.56073 -0.25314 1.49443
H8 -0.83760 -1.23112 2.04638
H9 -2.17919 -0.53550 1.11290
H10 -1.24905 0.47732 2.23533


#1 has the most favorable energy; the next structure is 0.0035 hartree above.


#1
DFT (wB97M-V/def2-TZVPD) results for a single C4H10O molecule.

Output
Spin multiplicity: 1
SMILES: CCOCC
HOMO-LUMO gap (Eh): 0.3915

Geometry (Å):
C1 2.25291 0.55864 0.32675
C2 1.17495 -0.34124 -0.30886
O1 0.01623 -0.32401 0.46643
C3 -1.27893 -0.80842 0.06253
C4 -2.19659 0.40257 -0.11782
H1 3.18428 0.56536 -0.25307
H2 2.55973 0.35043 1.36640
H3 1.87746 1.57940 0.33287
H4 0.91227 -0.03829 -1.34150
H5 1.53959 -1.37012 -0.36083
H6 -1.49785 -1.35910 0.98520
H7 -1.34927 -1.46957 -0.82106
H8 -3.20916 0.28296 0.27811
H9 -2.33138 0.85325 -1.11285
H10 -1.65424 1.11813 0.49769


#2
DFT (wB97M-V/def2-TZVPD) results for 2 unconnected molecules or ions with the total composition C4H10O.

Output
Spin multiplicity: 1
HOMO-LUMO gap (Eh): 0.2993

Geometry (Å):
C1 -2.26071 -0.22709 -0.01342
C2 -0.94785 0.20632 0.34228
C3 0.26617 -0.60807 -0.02492
C4 1.58619 0.14872 0.05629
O1 2.63129 -0.80565 -0.05047
H1 -2.39989 -0.91888 -0.83808
H2 -3.13309 0.15189 0.51082
H3 -1.53072 0.90863 -0.56931
H4 -0.49500 1.60021 -0.54315
H5 -0.87523 0.76962 1.27130
H6 0.13962 -1.05316 -1.01915
H7 0.28659 -1.44238 0.69183
H8 1.63013 0.89824 -0.74744
H9 1.63418 0.69452 1.01583
H10 3.46832 -0.32292 -0.08240


#1 has the most favorable energy; the next structure is 0.1571 hartree above.


#1
DFT (wB97M-V/def2-TZVPD) results for 2 unconnected molecules or ions with the total composition C4H10O.

Output
Spin multiplicity: 1
SMILES: C=COCC.[H][H]
HOMO-LUMO gap (Eh): 0.3663

Geometry (Å):
C1 -0.76646 1.61407 1.00456
C2 -0.51048 0.76641 0.00936
O1 -0.90105 -0.52370 0.11062
C3 -0.14406 -1.48938 -0.58913
C4 1.00894 -1.94256 0.28530
H1 0.01320 3.19985 -0.70881
H2 -1.07373 1.21044 1.95918
H3 -0.78630 2.68812 0.90323
H4 -0.37810 2.97637 -1.29881
H5 -0.01217 1.02012 -0.92849
H6 0.19932 -1.08649 -1.55573
H7 -0.84069 -2.30675 -0.79541
H8 1.56540 -2.76788 -0.16861
H9 0.61451 -2.26985 1.25386
H10 1.69708 -1.10939 0.46757


#2
DFT (wB97M-V/def2-TZVPD) results for 2 unconnected molecules or ions with the total composition C4H10O.

Output
Spin multiplicity: 1
SMILES: C=CCC.O
HOMO-LUMO gap (Eh): 0.3883

Geometry (Å):
C1 1.77657 1.44483 -0.82458
C2 0.46648 2.21971 -0.65946
C3 -0.73368 1.40181 -1.07944
C4 -1.98700 1.70203 -0.76423
H1 1.77931 0.95096 -1.79588
H2 2.67205 2.05406 -0.75080
H3 1.85294 0.64590 -0.08776
H4 0.50237 3.11170 -1.29314
H5 0.36765 2.56400 0.37420
H6 -0.51257 0.58047 -1.75776
H7 -2.87902 1.13753 -1.02830
H8 -2.17673 2.57994 -0.14606
H9 0.29248 -4.53284 2.52586
H10 -0.18417 -5.65394 3.44000
O1 0.13578 -5.49026 2.54199


#3
DFT (wB97M-V/def2-TZVPD) results for 2 unconnected molecules or ions with the total composition C4H10O.

Output
Spin multiplicity: 1
SMILES: C=CO.CC
HOMO-LUMO gap (Eh): 0.3539

Geometry (Å):
C1 3.07967 -0.65789 -1.73249
C2 1.59019 -0.78109 -1.92322
H1 3.59416 -0.13311 -2.54670
H2 3.63080 -1.58984 -1.65096
H3 3.28645 -0.00641 -0.88304
H4 1.16576 -1.44700 -2.66844
H5 1.12913 -1.19865 -1.00687
H6 1.06203 0.17115 -1.84669
C3 -2.62376 1.69903 1.55032
C4 -2.57377 0.43951 1.98725
O1 -3.08621 0.10633 3.20233
H7 -1.95246 2.06760 0.79547
H8 -3.11710 2.50088 2.07898
H9 -2.29960 -0.32742 1.27053
H10 -2.88528 -0.84307 3.37353


#2 has the most favorable energy; the next structure is 0.0275 hartree above.